{"formula": "C5H14", "method": "the ωB97M-V functional and the def2-TZVPD basis", "species": ["C", "C", "H", "H", "H", "H", "H", "H", "C", "C", "C", "H", "H", "H", "H", "H", "H", "H", "H"], "coordinates": [[-0.4312, -0.7542, -2.7280], [-0.7816, 0.6927, -3.1305], [0.4753, -1.2486, -3.0888], [-0.3911, -1.0382, -1.6717], [-1.2815, -1.4033, -3.0340], [-1.6601, 0.7787, -3.7581], [-0.7925, 1.2795, -2.2057], [0.0468, 1.0158, -3.7669], [1.0224, 0.3042, 1.9331], [0.6283, -1.1726, 1.8505], [-0.2247, 1.1174, 2.4105], [1.6820, 0.3963, 2.8069], [1.3466, 0.7488, 1.0014], [0.6161, -1.4006, 2.9280], [1.4387, -1.8030, 1.4871], [-0.7505, 1.4617, 1.5247], [-0.8143, 0.5269, 3.1336], [-0.2900, -1.4603, 1.3306], [0.1614, 1.9590, 2.9774]], "forces_ev_per_a": [[-1.56, -1.89, 0.08], [1.85, -0.64, 0.40], [-0.04, 0.65, -0.60], [-0.05, 0.97, 0.29], [0.59, 0.12, -0.19], [-0.36, -0.05, 0.40], [-0.35, 0.35, -0.57], [-0.08, 0.49, 0.20], [-1.92, 0.05, 0.91], [1.14, -0.17, 0.90], [1.06, -0.37, 0.08], [0.69, 0.01, -0.94], [0.66, -0.01, 0.02], [-0.79, -0.63, -0.39], [0.08, 0.03, -0.35], [-0.61, 0.00, 0.31], [-0.10, 0.21, -0.64], [0.04, 0.41, 0.20], [-0.26, 0.47, -0.12]], "smiles": "CCC.CC", "max_force_ev_per_a": 2.46, "e_above_lowest_kcal_mol": 20.3, "orbital_gap_ev": 12.297, "total_energy_ev": -5411.1689}

{"formula": "C5H14", "method": "the ωB97M-V functional and the def2-TZVPD basis", "species": ["C", "C", "H", "H", "H", "H", "H", "H", "C", "C", "C", "H", "H", "H", "H", "H", "H", "H", "H"], "coordinates": [[1.5863, 0.1685, -1.1307], [2.8434, 0.0203, -2.0009], [1.8125, 0.0418, -0.0683], [1.1917, 1.1779, -1.1899], [0.8052, -0.5362, -1.4145], [3.3869, 0.9533, -2.0993], [2.6143, -0.3205, -3.0090], [3.4980, -0.7364, -1.5557], [-1.2896, 0.3735, 1.3776], [-2.5360, 0.5788, 0.5466], [-0.7418, -1.0554, 1.3448], [-0.5085, 1.0093, 0.9480], [-1.3616, 0.6987, 2.4157], [-3.4683, 0.2334, 1.0119], [-2.4480, 0.0883, -0.4175], [-0.8165, -1.4508, 0.3304], [0.2937, -1.0749, 1.6710], [-2.6960, 1.6421, 0.3703], [-1.3110, -1.7490, 1.9684]], "forces_ev_per_a": [[0.28, 0.29, 0.06], [-0.16, -0.49, 0.30], [0.03, -0.23, -0.13], [-0.27, 0.12, -0.27], [0.03, 0.01, 0.09], [0.16, 0.11, 0.14], [-0.13, 0.04, -0.05], [0.07, 0.18, -0.17], [0.90, -0.24, -0.13], [-0.72, 0.36, 0.39], [-0.50, -0.07, -0.05], [-0.02, 0.03, -0.01], [-0.40, 0.09, 0.01], [0.29, -0.21, 0.04], [0.07, -0.07, -0.17], [0.25, 0.00, -0.05], [0.12, -0.12, 0.00], [0.02, 0.08, -0.12], [-0.04, 0.12, 0.11]], "smiles": "CCC.CC", "max_force_ev_per_a": 0.94, "e_above_lowest_kcal_mol": 3.4, "orbital_gap_ev": 12.414, "total_energy_ev": -5411.9001}

{"formula": "C5H14", "method": "the ωB97M-V functional and the def2-TZVPD basis", "species": ["C", "C", "C", "H", "H", "H", "H", "H", "H", "H", "H", "C", "C", "H", "H", "H", "H", "H", "H"], "coordinates": [[-1.5217, -1.4573, 0.8659], [-2.6880, -0.9206, 1.7168], [-0.7151, -0.2873, 0.2699], [-0.8054, -2.0247, 1.4580], [-1.8769, -2.0589, 0.0323], [-2.4243, 0.0703, 2.0815], [0.1021, -0.7499, -0.2796], [-1.2422, 0.2575, -0.5114], [-2.8969, -1.6004, 2.5459], [-3.6205, -0.8603, 1.1549], [-0.4017, 0.3816, 1.0672], [2.1325, 1.8566, -1.0294], [2.3881, 0.4511, -1.5903], [1.3415, 2.3746, -1.5726], [1.7768, 1.7687, -0.0018], [3.0263, 2.4731, -1.1207], [1.5272, -0.1712, -1.3883], [2.6873, 0.5400, -2.6316], [3.2110, -0.0429, -1.0667]], "forces_ev_per_a": [[-0.10, 1.26, -0.22], [0.16, -0.77, -0.12], [-0.24, -0.99, -0.48], [-0.24, -0.27, 0.12], [-0.04, -0.34, 0.15], [-0.19, -0.01, 0.26], [0.46, 0.30, 0.36], [-0.40, 0.24, 0.25], [0.03, 0.23, 0.14], [0.10, 0.20, -0.15], [0.32, 0.11, -0.17], [-0.16, -0.38, -0.10], [0.46, 0.59, 0.51], [-0.04, -0.10, -0.14], [0.32, 0.28, 0.11], [-0.01, 0.04, 0.34], [-0.16, -0.14, -0.67], [-0.35, -0.41, -0.19], [0.09, 0.19, 0.02]], "smiles": "CCC.CC", "max_force_ev_per_a": 1.28, "e_above_lowest_kcal_mol": 7.2, "orbital_gap_ev": 12.533, "total_energy_ev": -5411.7394}

{"formula": "C5H14", "method": "the ωB97M-V functional and the def2-TZVPD basis", "species": ["C", "C", "C", "H", "H", "H", "H", "H", "H", "H", "H", "C", "C", "H", "H", "H", "H", "H", "H"], "coordinates": [[-0.2677, 0.3672, 2.6326], [-0.1916, -1.0102, 2.0360], [-0.5599, 1.4090, 1.4999], [-1.0615, 0.3134, 3.3167], [0.6613, 0.6958, 3.0792], [0.7490, -1.5030, 1.8910], [0.3568, 1.2503, 0.8156], [-0.8086, -1.2118, 1.1101], [-0.4726, -1.8117, 2.8204], [-1.5076, 1.1010, 1.0412], [-0.4401, 2.3416, 1.8720], [0.3358, -0.1216, -2.0507], [0.5777, -0.3674, -3.4961], [1.3312, -0.1694, -1.5196], [-0.0091, 0.9645, -1.8428], [-0.3931, -0.8023, -1.5000], [-0.2160, -1.1469, -3.8636], [1.5159, -0.8821, -3.7073], [0.4001, 0.5837, -4.1346]], "forces_ev_per_a": [[0.44, 0.68, -2.15], [-0.92, -3.23, 0.85], [1.96, -4.45, -0.92], [-0.93, 0.52, 1.27], [0.14, -0.29, 0.55], [1.26, 0.77, -0.83], [-1.74, 0.31, 0.38], [0.50, 0.48, 1.08], [-0.58, 1.26, -0.96], [0.32, 0.78, -0.22], [-0.45, 3.16, 0.94], [0.27, 1.69, 2.88], [-2.55, -0.88, -2.62], [-1.11, -0.08, -0.16], [0.33, -1.77, -0.36], [1.00, 0.74, -0.94], [1.26, 1.49, 0.34], [0.12, 0.52, -0.06], [0.68, -1.71, 0.93]], "smiles": "CCC.CC", "max_force_ev_per_a": 4.95, "e_above_lowest_kcal_mol": 32.3, "orbital_gap_ev": 12.171, "total_energy_ev": -5410.6506}

{"formula": "C5H14", "method": "the ωB97M-V functional and the def2-TZVPD basis", "species": ["C", "C", "H", "H", "H", "H", "H", "H", "C", "C", "C", "H", "H", "H", "H", "H", "H", "H", "H"], "coordinates": [[1.7911, -0.8925, -1.4723], [0.9630, -2.1402, -1.2966], [2.1167, -0.6500, -0.4855], [2.7532, -1.0466, -1.9545], [1.4136, -0.0758, -1.9554], [0.5840, -2.6573, -2.2269], [0.1112, -2.0619, -0.6586], [1.7204, -2.8140, -0.8588], [-0.4560, 1.1727, 1.2941], [-1.7845, 0.6167, 1.7729], [-0.6310, 1.4346, -0.2477], [-0.0338, 1.9732, 2.0730], [0.2797, 0.4701, 1.5685], [-2.0069, -0.4190, 1.5806], [-1.0932, 2.3546, -0.2799], [-2.4984, 1.3309, 1.4856], [-1.7535, 0.4609, 2.8281], [0.3439, 1.3596, -0.7947], [-1.2325, 0.6284, -0.6243]], "forces_ev_per_a": [[1.40, -1.54, 0.73], [0.90, -1.58, -1.61], [0.00, 0.83, 0.87], [0.01, -0.64, -0.42], [-1.55, 2.07, -1.06], [0.56, 0.77, 0.69], [-0.42, 0.35, 0.67], [-0.85, -0.32, 0.08], [0.30, 0.53, 0.98], [1.30, -0.22, 1.31], [3.09, -1.71, 1.76], [-1.45, -0.54, -2.28], [1.13, -1.47, -0.56], [-0.13, -0.29, -1.60], [-1.03, 2.01, -0.93], [-1.67, 0.39, -0.15], [-0.17, 0.88, 1.29], [-0.91, 0.65, 0.46], [-0.52, -0.16, -0.24]], "smiles": "CCC.CC", "max_force_ev_per_a": 3.94, "e_above_lowest_kcal_mol": 33.1, "orbital_gap_ev": 12.083, "total_energy_ev": -5410.6143}

{"formula": "C5H14", "method": "the ωB97M-V functional and the def2-TZVPD basis", "species": ["C", "C", "H", "H", "H", "H", "H", "H", "C", "C", "C", "H", "H", "H", "H", "H", "H", "H", "H"], "coordinates": [[0.8084, 1.9789, 1.4392], [0.9832, 0.7085, 2.2811], [1.2680, 1.9946, 0.4363], [-0.2591, 2.0864, 1.2198], [1.2116, 2.8697, 1.9312], [1.9173, 0.7792, 2.8643], [1.2073, -0.1228, 1.6186], [0.1192, 0.4565, 2.8925], [-0.1903, -0.5839, -1.3980], [-1.5118, -0.1070, -0.7622], [-0.1266, -2.0613, -1.7350], [0.1449, 0.1500, -2.1356], [0.5567, -0.3922, -0.6014], [-1.4812, 0.9452, -0.4781], [-1.5916, -0.3913, 0.3065], [-0.0875, -2.8817, -1.0012], [-0.9778, -2.4071, -2.3150], [-2.4391, -0.4189, -1.2324], [0.7942, -2.1671, -2.2974]], "forces_ev_per_a": [[-0.49, 0.23, -0.36], [1.45, 0.09, -0.65], [0.17, -0.54, 0.46], [0.12, 0.45, 0.19], [-0.43, -0.09, 0.11], [-0.61, 0.03, 0.25], [-0.37, -0.34, -0.09], [0.16, 0.17, 0.11], [-0.24, 0.64, 2.60], [0.41, 0.10, 1.72], [0.22, -0.46, -0.96], [-0.31, -0.74, -0.72], [-0.12, -0.19, -0.24], [-0.19, 0.53, -1.22], [0.10, -1.08, -0.47], [0.14, 1.09, 0.79], [-0.05, 0.33, -0.67], [0.03, 0.25, -0.35], [0.03, -0.47, -0.50]], "smiles": "CCC.CC", "max_force_ev_per_a": 2.69, "e_above_lowest_kcal_mol": 18.3, "orbital_gap_ev": 12.095, "total_energy_ev": -5411.2559}